[1]
18
Properties=species:S:1:pos:R:3:forces:R:3:mulliken_charge:R:1 method="wB97M-V/def2-TZVPD" de_lowest_kj_mol=346.61 charge=+1 multiplicity=1 gap_ha=0.338 energy_ev=-16658.0672 fmax_ev_per_a=3.11
C 0.9560 -0.9796 1.4351 -0.603 1.870 -0.136 -1.2021
C 1.6470 -0.4270 -1.0649 0.218 1.221 2.124 -1.2029
C 0.9803 -0.0875 0.2625 -2.024 1.203 -2.026 0.4159
C -1.3067 -0.0145 -0.4109 2.744 0.363 -0.187 -0.5007
N -1.5878 1.5098 -0.7108 2.656 0.122 -0.163 -0.3411
S -2.4813 -0.6391 0.7420 0.967 0.009 0.156 -0.1340
H 1.8931 -0.7903 1.9094 0.608 0.641 1.158 0.3970
H 0.0801 -0.6121 1.9866 0.726 -0.517 0.748 0.2634
H 0.9892 -2.0304 1.3535 -0.562 -1.208 -0.949 0.3092
H 1.5281 0.4799 -1.6511 -0.129 -0.628 -0.924 0.3318
H 2.7237 -0.5629 -0.9261 0.102 0.196 0.291 0.4009
H 1.3178 -1.3832 -1.3750 -0.671 -0.648 -1.075 0.3734
H 0.9521 1.0532 0.4280 0.233 -2.002 0.341 0.2843
H -1.1133 -0.5092 -1.4132 -0.866 0.521 1.389 0.3288
H -1.1695 1.6886 -1.6738 -0.659 0.193 1.585 0.3738
H -1.1687 2.2110 0.0262 -1.083 -1.776 -1.761 0.3591
H -2.5810 1.6106 -0.7650 -0.913 0.514 0.028 0.3595
H -1.6591 -0.5172 1.8475 -0.743 -0.074 -0.599 0.1838

***

[2]
7
Properties=species:S:1:pos:R:3:forces:R:3:mulliken_charge:R:1 method="wB97M-V/def2-TZVPD" de_lowest_kj_mol=351.75 charge=-2 multiplicity=1 gap_ha=0.155 energy_ev=-6662.2290 fmax_ev_per_a=2.29
C 4.2405 -1.6643 -0.3832 0.085 1.382 -0.574 -0.3208
N 4.1999 0.4773 0.0392 0.896 0.473 -0.247 0.2581
O 4.8708 1.3181 -0.6301 -1.274 -1.622 0.994 -0.5390
O 3.7099 0.8317 1.1289 0.417 -0.582 -1.266 -0.4950
H 3.4408 -1.7007 0.3314 -0.581 -0.128 1.135 0.0485
H -9.8394 1.3759 -4.8318 -0.057 0.004 -0.020 -1.0000
H 3.5897 -1.6839 -1.3001 0.514 0.473 -0.022 0.0482

***

[3]
107
Properties=species:S:1:pos:R:3:forces:R:3:lowdin_spin:R:1 method="wB97M-V/def2-TZVPD" de_lowest_kj_mol=0.00 charge=+1 multiplicity=6 s2=8.76 gap_ha="0.320 / 0.253" energy_ev=-101227.3491 fmax_ev_per_a=2.12
Fe -0.3301 -0.3866 0.0672 0.016 1.048 0.561 4.1334
C -2.5777 2.8274 -2.4231 0.030 0.034 0.008 0.0007
C -1.0755 2.5164 -2.4042 -0.178 -0.233 0.236 0.0009
C -0.7734 1.1186 -2.9452 0.203 0.127 -0.082 0.0187
C -0.4357 2.7525 -1.0545 -0.020 0.061 -0.111 0.0080
C -0.0423 4.0000 -0.5626 -0.023 0.002 -0.089 0.0038
C 0.6575 3.7491 0.6021 -0.009 0.076 -0.029 0.0039
C 1.2941 4.7477 1.5240 -0.044 0.048 -0.040 0.0008
C 0.2096 5.4926 2.3116 0.077 -0.068 0.072 0.0003
C 2.1620 5.7382 0.7406 0.010 -0.039 0.026 0.0002
N 0.6588 2.4153 0.7918 -0.126 -0.004 0.135 0.0068
N -0.0382 1.8008 -0.2045 -0.201 -0.128 -0.258 0.0919
B 1.5569 1.5418 1.6857 0.134 0.215 -0.096 0.0005
N 2.4159 0.6683 0.7505 -0.015 0.000 0.002 0.0039
N 1.8237 -0.0964 -0.2066 -0.161 -0.280 -0.257 0.0557
C 2.7886 -0.5792 -0.9876 0.011 -0.017 0.027 0.0061
C 4.0297 -0.1280 -0.5224 -0.028 -0.080 -0.144 0.0024
C 3.7541 0.6643 0.5746 0.039 -0.121 0.084 0.0028
C 4.7176 1.4198 1.4416 0.071 0.066 -0.054 0.0005
C 6.0413 0.6669 1.5792 -0.044 0.000 0.020 0.0001
C 4.9465 2.8246 0.8748 -0.042 0.009 0.078 0.0002
C 2.5099 -1.4376 -2.1885 0.182 0.085 0.031 0.0006
C 2.9277 -0.7070 -3.4683 -0.048 -0.014 0.005 0.0001
C 3.2365 -2.7814 -2.0888 -0.060 0.020 -0.007 0.0000
N 0.6947 0.6829 2.6293 -0.013 -0.018 0.094 0.0055
N -0.2086 -0.2444 2.1762 -0.280 -0.285 -0.176 0.0715
C -0.7754 -0.8006 3.2740 -0.105 0.040 0.138 0.0131
C -0.2372 -0.2077 4.4078 -0.052 -0.111 0.066 0.0063
C 0.6811 0.7285 3.9695 0.004 0.052 0.029 0.0107
C 1.5431 1.6256 4.8128 0.025 -0.117 0.081 0.0015
C 2.8588 0.9080 5.1426 -0.022 0.081 -0.031 0.0007
C 0.8161 2.0319 6.0957 0.026 0.004 -0.024 0.0005
C -1.8327 -1.8818 3.3562 0.114 -0.032 -0.547 0.0004
C -3.1154 -1.5221 2.6122 -0.024 0.035 0.177 0.0005
C -1.3301 -3.2375 2.8552 0.043 0.004 0.192 0.0004
H -2.9358 2.8813 -3.4527 0.020 -0.001 0.023 0.0000
H -2.7827 3.7839 -1.9402 -0.004 0.001 -0.038 0.0000
H -3.1516 2.0613 -1.9061 -0.024 -0.003 -0.010 0.0006
H -0.6020 3.2414 -3.0698 0.086 -0.008 0.001 0.0002
H -1.1412 0.3520 -2.2592 -0.061 -0.016 -0.093 0.0124
H 0.3006 0.9719 -3.0762 -0.020 0.013 -0.009 -0.0001
H -1.2650 0.9633 -3.9066 0.010 -0.013 0.012 0.0013
H -0.2197 4.9589 -1.0234 0.030 -0.039 0.008 0.0006
H 1.9264 4.2140 2.2338 0.015 -0.033 -0.028 0.0000
H -0.4502 6.0331 1.6307 -0.007 -0.012 0.024 0.0000
H 0.6675 6.2149 2.9897 -0.029 -0.003 -0.014 0.0001
H -0.3956 4.8021 2.9029 -0.006 0.027 -0.017 0.0000
H 1.5391 6.4569 0.2038 0.024 -0.033 -0.016 0.0000
H 2.7955 5.2302 0.0125 0.009 0.020 0.023 0.0000
H 2.8050 6.2946 1.4238 -0.044 0.040 -0.022 0.0000
H 2.2821 2.2154 2.3422 -0.056 -0.015 -0.047 -0.0001
H 5.0000 -0.3413 -0.9410 -0.039 -0.001 0.033 0.0004
H 4.2810 1.5259 2.4351 -0.049 -0.047 0.000 0.0000
H 6.6066 0.6930 0.6451 -0.019 -0.034 0.019 0.0000
H 5.8783 -0.3766 1.8541 0.027 0.022 0.005 0.0000
H 6.6541 1.1330 2.3516 0.020 0.005 -0.045 0.0000
H 5.3965 2.7660 -0.1182 -0.025 0.010 0.006 0.0000
H 5.6195 3.3887 1.5232 -0.013 0.002 -0.029 0.0000
H 4.0052 3.3721 0.7955 0.033 0.005 -0.012 0.0000
H 1.4327 -1.6111 -2.2183 -0.051 -0.009 -0.080 0.0007
H 3.9924 -0.4670 -3.4380 -0.030 -0.001 -0.012 0.0000
H 2.3740 0.2241 -3.5963 0.052 -0.002 0.002 0.0000
H 2.7493 -1.3382 -4.3408 -0.006 0.032 0.013 0.0000
H 4.3170 -2.6243 -2.0697 -0.021 -0.023 0.000 0.0000
H 3.0038 -3.4052 -2.9538 0.016 0.013 0.015 0.0000
H 2.9614 -3.3239 -1.1840 0.036 -0.009 0.003 0.0000
H -0.4937 -0.4371 5.4291 -0.023 0.017 -0.052 0.0005
H 1.7704 2.5316 4.2527 -0.030 -0.013 -0.052 0.0001
H 2.6644 0.0506 5.7907 0.021 -0.001 -0.038 0.0000
H 3.5385 1.5832 5.6653 -0.004 -0.038 -0.009 0.0001
H 3.3519 0.5482 4.2372 0.018 0.011 0.030 0.0000
H 0.6888 1.1771 6.7637 -0.026 0.032 -0.023 0.0000
H -0.1667 2.4539 5.8820 0.020 0.003 0.019 0.0000
H 1.4026 2.7818 6.6281 -0.016 -0.035 0.008 0.0001
H -2.0624 -1.9762 4.4179 0.040 0.043 0.038 0.0000
H -2.9191 -1.4523 1.5441 -0.087 -0.021 -0.027 0.0008
H -3.5248 -0.5700 2.9495 0.002 -0.028 -0.008 0.0000
H -3.8687 -2.2966 2.7657 0.022 0.017 0.024 0.0000
H -1.1689 -3.1997 1.7792 -0.061 -0.061 -0.013 0.0002
H -2.0781 -4.0052 3.0589 0.006 0.008 -0.019 0.0001
H -0.3961 -3.5327 3.3359 0.010 0.005 -0.024 0.0000
N -7.7318 0.2369 0.5316 0.066 0.010 -0.007 -0.0004
C -6.5991 0.2258 0.3403 0.147 -0.040 -0.010 0.0004
C -5.1741 0.1994 0.1010 -0.182 -0.006 0.052 -0.0005
C -4.6506 -0.7107 -0.8156 0.038 -0.040 -0.168 0.0166
C -3.2778 -0.7460 -1.0362 -0.459 0.098 0.215 0.0542
C -2.4846 0.1320 -0.3252 1.953 -0.827 0.059 0.3091
C -2.9778 1.0802 0.5438 -0.389 0.017 0.120 0.0450
C -4.3443 1.0891 0.7835 -0.009 0.186 -0.069 0.0140
H -5.3102 -1.3796 -1.3528 -0.045 0.010 0.040 0.0024
H -2.8669 -1.4564 -1.7439 -0.019 0.014 -0.014 0.0063
H -2.3304 1.7930 1.0404 0.011 -0.090 0.059 0.0042
H -4.7699 1.7831 1.4972 -0.048 0.021 -0.060 0.0022
S 0.0430 -5.0215 -0.7569 0.034 -0.060 -0.019 0.0068
C -0.3878 -3.3900 -0.9612 -0.104 -0.014 -0.031 0.0099
N 0.1936 -2.5311 -0.1770 -0.162 0.388 0.261 0.0516
C 1.1012 -3.1766 0.6836 -0.048 0.068 -0.127 0.0035
C 1.9258 -2.5797 1.6444 -0.072 -0.012 -0.095 -0.0001
C 2.7444 -3.3894 2.3976 -0.041 -0.014 0.011 0.0002
C 2.7474 -4.7829 2.2310 0.029 0.033 0.034 -0.0001
C 1.9492 -5.3828 1.2845 -0.037 -0.036 -0.049 0.0006
C 1.1326 -4.5601 0.5065 0.008 -0.042 0.025 0.0017
H -1.1125 -3.1082 -1.7146 0.014 0.023 0.075 0.0006
H 1.9083 -1.5118 1.7877 0.079 0.010 0.050 -0.0001
H 3.3949 -2.9416 3.1381 -0.032 -0.013 0.001 0.0000
H 3.3824 -5.3942 2.8586 0.017 0.011 -0.042 0.0000
H 1.9532 -6.4560 1.1472 -0.003 0.022 -0.001 0.0001

***

[4]
7
Properties=species:S:1:pos:R:3:forces:R:3:mulliken_charge:R:1 method="wB97M-V/def2-TZVPD" de_lowest_kj_mol=121.73 charge=-1 multiplicity=1 gap_ha=0.259 energy_ev=-13426.2837 fmax_ev_per_a=3.15
S -0.3224 1.7413 -0.8045 -0.148 -0.054 -0.708 -0.9031
H -0.5682 1.4853 -2.1292 0.126 0.136 0.639 -0.0527
C 0.1650 -1.3169 0.6832 1.171 -0.539 0.326 -0.1016
N 0.4623 -2.4119 1.2968 -2.551 -0.564 -1.756 -0.6242
H -0.8330 -0.9767 0.4078 -0.268 0.441 1.296 0.2406
H 0.9522 -0.6393 0.3560 -0.018 -0.107 -1.045 0.2156
H 1.1661 -2.8982 0.7468 1.688 0.686 1.248 0.2255

***

[5]
55
Properties=species:S:1:pos:R:3:forces:R:3:mulliken_charge:R:1 method="wB97M-V/def2-TZVPD" de_lowest_kj_mol=2500.50 charge=0 multiplicity=1 gap_ha=0.101 energy_ev=-114012.8110 fmax_ev_per_a=7.82
Zr 0.3993 0.0722 -0.4051 -0.573 -0.067 0.014 1.7853
N -2.2768 -2.5299 -2.7544 -4.748 -2.058 0.678 -0.2717
S -2.3049 -3.2722 -4.1355 5.223 -0.264 -5.324 1.0770
O -3.2803 -2.8594 -5.1437 1.185 -1.107 1.877 -0.5235
O -1.7343 -4.6049 -4.1300 -1.531 0.766 -0.052 -0.5661
F -1.0041 -2.4697 -4.5347 1.401 1.004 -1.453 -0.3192
S -3.8627 -3.2950 -2.5515 -4.470 1.469 5.950 1.0532
O -3.9562 -4.7261 -2.3796 0.955 1.133 -1.098 -0.5220
O -5.0269 -2.5947 -3.0572 1.993 -0.666 -0.238 -0.5262
F -3.9523 -2.8348 -1.0018 0.515 0.107 0.028 -0.3049
N -2.8225 2.6046 1.3636 -2.500 2.495 4.059 -0.2793
S -3.1787 3.3380 2.9365 5.214 0.090 5.829 1.0673
O -4.2061 2.7932 3.8205 0.969 1.077 -2.321 -0.5133
O -2.7465 4.7314 3.0653 -1.429 -2.037 -0.812 -0.5435
F -1.8746 2.6538 3.6701 -0.051 -0.346 -0.653 -0.3332
S -4.2835 3.2294 1.0039 -2.483 -0.805 -6.589 1.0678
O -4.3980 4.6749 0.8598 0.315 -2.030 0.588 -0.5263
O -5.4344 2.4678 1.4115 0.959 0.805 0.133 -0.5215
F -4.0772 2.7021 -0.5114 -0.415 0.419 -0.495 -0.3122
O 4.1641 -1.4966 0.0174 3.246 1.257 2.877 -0.3975
C 5.2782 -1.2166 0.8390 -3.243 -2.509 -5.072 -0.1228
C 5.2885 0.3776 1.1950 -3.725 5.296 2.107 -0.2537
O 4.0820 1.1049 1.1580 3.398 -3.168 -0.146 -0.3789
H 5.2543 -1.7969 1.7614 -0.416 0.760 0.853 0.2896
H 6.1759 -1.4520 0.2672 0.263 0.252 0.252 0.2608
H 5.9688 0.8820 0.5088 0.040 -0.923 -1.642 0.2872
H 5.7810 0.6419 2.1308 -0.125 -0.918 0.632 0.3306
C 0.3184 -8.5661 3.1699 0.878 0.458 0.358 -1.1733
C 0.3225 -7.0254 2.9861 -0.197 -0.643 -0.314 -0.1829
O 0.0866 -6.4001 4.2517 -0.046 1.295 1.325 -0.1813
C 0.0335 -5.0731 4.3867 -0.195 2.134 -4.426 0.3969
O -0.0053 -4.2074 3.4414 0.367 -3.705 3.984 -0.6033
C 0.0532 -4.6388 5.8697 -2.191 0.058 0.183 0.8420
F -0.1555 -5.6704 6.6846 0.179 -0.146 -0.007 -0.2294
F 1.1691 -4.0565 6.1760 1.789 0.413 0.157 -0.2394
F -0.9203 -3.7320 6.1289 0.141 -0.481 -0.536 -0.2460
H 0.4859 -9.0538 2.2096 -0.590 0.099 -0.119 0.3714
H -0.5080 -8.9867 3.7428 -0.483 0.378 -0.573 0.3223
H 1.1696 -8.9246 3.7488 0.345 0.507 0.158 0.3268
H -0.4486 -6.6851 2.2950 0.022 -0.111 -0.046 0.3103
H 1.2885 -6.6511 2.6473 0.010 -0.194 -0.220 0.2850
C 1.7801 8.5141 -2.6089 -0.167 -0.824 0.563 -1.1225
C 1.1584 7.0724 -2.5314 1.098 1.100 0.105 -0.2222
O 0.8412 6.6938 -3.9060 0.009 -2.073 -0.981 -0.1916
C 0.7481 5.3827 -4.3096 -1.153 -1.510 4.990 0.3937
O 0.6389 4.3853 -3.5315 0.951 3.772 -2.861 -0.5819
C 0.5550 5.1609 -5.8102 -0.428 0.072 -0.294 0.8353
F 0.3491 6.2875 -6.4717 0.988 0.540 -0.238 -0.2221
F 1.5956 4.4574 -6.2841 -0.026 0.570 -0.076 -0.2406
F -0.5411 4.4570 -6.0364 -0.355 -0.822 0.411 -0.2352
H 2.2337 8.8052 -1.6615 -0.327 -0.337 0.430 0.3911
H 0.9957 9.2497 -2.7871 0.172 -0.068 -0.412 0.2938
H 2.6386 8.6168 -3.2727 -0.454 -0.243 -0.550 0.3235
H 0.3054 7.1103 -1.8539 -0.461 -0.191 -0.607 0.2884
H 1.8396 6.3530 -2.0770 0.161 -0.079 -0.385 0.2882

***

[6]
61
Properties=species:S:1:pos:R:3:forces:R:3:mulliken_charge:R:1 method="wB97M-V/def2-TZVPD" de_lowest_kj_mol=78.48 charge=0 multiplicity=1 gap_ha=0.295 energy_ev=-52370.9588 fmax_ev_per_a=0.78
C 4.8143 -2.3800 -0.1970 -0.296 -0.271 0.089 -0.4032
C 4.1555 -3.6314 0.3766 0.396 0.148 0.035 -0.5707
O 2.8076 -3.7631 -0.0220 -0.246 -0.050 -0.091 -0.4945
C 1.8754 -2.9009 0.4779 -0.212 0.096 0.009 0.4455
C 2.0558 -2.0475 1.5597 0.221 -0.324 -0.199 -0.2262
C 1.0312 -1.2187 1.9815 -0.174 0.083 0.103 -0.6615
C -0.1917 -1.2164 1.3244 0.414 -0.121 0.121 0.4423
C -0.3836 -2.0943 0.2579 0.046 -0.006 0.112 0.0157
C 0.6329 -2.9229 -0.1574 0.236 -0.053 0.082 -1.0734
H 0.4927 -3.5939 -0.9896 -0.015 -0.078 -0.118 0.4619
H -1.3286 -2.1096 -0.2641 -0.048 0.030 -0.071 0.2853
N -1.2360 -0.3380 1.6464 -0.212 -0.212 -0.065 0.2513
C -1.1721 0.7646 2.4260 -0.723 -0.121 0.049 0.4239
O -0.2552 1.0595 3.1636 0.344 0.158 0.194 -0.6434
C -2.3717 1.6970 2.2255 0.302 0.102 0.087 -1.0119
H -2.3772 2.4188 3.0416 0.019 -0.084 -0.012 0.5115
H -3.3087 1.1400 2.2068 -0.046 0.033 -0.023 0.4305
C -2.1910 2.4556 0.8882 -0.070 0.198 0.471 -0.2350
N -2.4601 1.6290 -0.2575 0.314 0.102 -0.071 0.1344
C -1.3230 1.2736 -0.8963 -0.322 -0.112 -0.213 0.3048
S -1.2750 0.2599 -2.1801 0.025 -0.232 -0.401 -0.2925
N -0.2635 1.9220 -0.2881 -0.067 -0.146 -0.110 0.4970
C -0.7063 2.7762 0.7033 -0.416 0.662 0.007 0.0761
O -0.0564 3.5978 1.2848 -0.065 -0.025 0.112 -0.5938
C 1.1093 1.7427 -0.5938 0.498 -0.085 0.017 -0.1161
C 2.0087 1.6100 0.4535 -0.258 0.032 -0.235 -0.6020
C 3.3581 1.4544 0.1963 0.356 -0.027 -0.084 -0.1677
C 3.8195 1.4183 -1.1161 -0.253 0.033 -0.026 0.7839
C 2.9031 1.5387 -2.1625 0.236 -0.024 0.104 -0.9139
C 1.5604 1.7105 -1.9078 0.039 0.121 0.087 -0.4198
H 0.8673 1.8194 -2.7257 -0.015 0.017 -0.019 0.5247
H 3.2732 1.5085 -3.1746 0.042 0.005 -0.130 0.4500
O 5.1219 1.2793 -1.4817 -0.196 -0.027 -0.197 -0.4651
C 6.1084 1.2770 -0.4775 0.131 0.003 0.133 -0.7405
H 7.0607 1.2182 -1.0022 -0.035 0.002 0.084 0.2487
H 6.0093 0.4121 0.1853 -0.014 0.030 0.001 0.2081
H 6.0773 2.1962 0.1157 -0.011 -0.038 -0.006 0.3513
H 4.0363 1.3643 1.0296 0.099 -0.012 0.066 0.4187
H 1.6566 1.6389 1.4723 -0.052 -0.004 0.109 0.3357
C -3.7713 1.3154 -0.7585 -0.022 -0.057 -0.203 -1.2360
C -4.0881 -0.1618 -0.7435 -0.226 -0.101 -0.173 0.8212
N -3.7016 -0.8504 0.3226 -0.095 0.330 -0.041 -0.1519
C -3.9892 -2.1422 0.3932 -0.161 -0.287 -0.019 -0.4751
C -4.6866 -2.8154 -0.5932 0.034 0.041 -0.025 -0.6449
C -5.0874 -2.1003 -1.7127 0.031 0.114 0.099 -0.3710
C -4.7868 -0.7521 -1.7906 -0.028 -0.056 0.184 -0.9168
H -5.0725 -0.1678 -2.6508 0.011 0.073 -0.104 0.4195
H -5.6205 -2.5883 -2.5149 -0.042 -0.039 -0.063 0.4147
H -4.8988 -3.8677 -0.4947 -0.004 -0.097 0.027 0.4236
H -3.6360 -2.6471 1.2827 0.012 -0.137 0.040 0.4322
H -4.4984 1.8438 -0.1351 0.052 -0.004 -0.042 0.3603
H -3.8580 1.6786 -1.7895 -0.050 0.006 0.132 0.3828
H -2.8024 3.3640 0.8835 0.170 -0.051 -0.035 0.6166
H -2.1094 -0.4979 1.1321 0.116 0.227 0.215 -0.1570
H 1.1879 -0.5628 2.8211 -0.007 0.021 0.015 0.5357
H 2.9908 -2.0140 2.0965 0.117 -0.011 0.008 0.3393
H 4.2424 -3.6501 1.4708 -0.027 -0.058 -0.097 0.3247
H 4.6432 -4.5265 -0.0195 -0.042 0.100 0.138 0.3398
H 4.2930 -1.4872 0.1415 0.034 0.123 0.013 -0.1157
H 4.7730 -2.4031 -1.2830 0.024 0.016 -0.103 0.2743
H 5.8539 -2.3347 0.1175 0.128 0.043 0.036 0.4134